(1)
C49H54N7OP2S2W | ωB97M-V/def2-TZVPD

Structure (XYZ):
```
116
Properties=species:S:1:pos:R:3
W 0.14 -1.01 -0.69
C -2.32 0.60 -2.70
C -1.38 -0.24 -3.49
C -1.70 -0.38 -4.86
C -0.98 -1.19 -5.67
C 0.13 -1.88 -5.12
C 0.88 -2.77 -5.92
C 1.97 -3.41 -5.39
C 2.33 -3.16 -4.06
C 1.61 -2.30 -3.26
S 2.17 -1.97 -1.64
C 0.45 -1.65 -3.77
N -0.32 -0.84 -2.93
H -3.25 0.72 -3.25
H -1.90 1.58 -2.53
H -2.54 0.15 -1.73
H -2.55 0.16 -5.24
H -1.23 -1.33 -6.71
H 0.58 -2.93 -6.94
H 2.54 -4.10 -5.99
H 3.20 -3.65 -3.63
N 2.05 0.51 -0.33
C 3.02 0.17 0.69
C 4.27 0.77 0.69
C 5.19 0.47 1.69
C 4.85 -0.44 2.69
C 3.62 -1.05 2.67
C 2.69 -0.75 1.67
P 1.10 -1.65 1.56
C 0.25 -1.32 3.13
C -0.96 -1.98 3.38
C -1.66 -1.74 4.55
C -1.16 -0.84 5.48
C 0.04 -0.19 5.24
C 0.74 -0.42 4.07
C 1.73 -3.37 1.78
C 2.83 -3.80 1.05
C 3.31 -5.10 1.16
C 2.68 -5.99 2.02
C 1.61 -5.57 2.78
C 1.13 -4.27 2.67
H 2.54 0.56 -1.22
H 1.67 1.43 -0.14
H 4.53 1.47 -0.09
H 6.16 0.94 1.68
H 5.57 -0.68 3.46
H 3.37 -1.79 3.42
H -1.36 -2.67 2.65
H -2.60 -2.25 4.73
H -1.71 -0.65 6.39
H 0.43 0.51 5.97
H 1.67 0.11 3.89
H 3.35 -3.11 0.40
H 4.17 -5.40 0.59
H 3.05 -7.01 2.11
H 1.13 -6.25 3.48
H 0.31 -3.96 3.30
S -2.15 -0.91 0.53
C -1.91 0.34 1.62
N -1.82 1.21 2.39
C -0.52 -3.13 -1.06
C -1.81 -3.66 -0.52
C -3.02 -3.37 -1.15
C -4.23 -3.79 -0.62
C -4.25 -4.54 0.55
C -3.05 -4.91 1.15
C -1.85 -4.48 0.61
C -5.50 -4.92 1.15
N -6.50 -5.21 1.64
H -0.58 -3.22 -2.15
H 0.29 -3.78 -0.73
H -3.02 -2.79 -2.06
H -5.16 -3.53 -1.11
H -3.06 -5.53 2.04
H -0.92 -4.78 1.07
O -0.43 1.20 -0.59
P -0.48 2.70 -0.39
N -1.90 3.36 0.03
C -3.21 2.86 -0.42
C -4.14 3.24 0.73
C -3.57 4.59 1.17
C -2.06 4.33 1.14
N 0.71 3.12 0.68
C 1.30 4.49 0.66
C 1.66 4.77 2.12
C 1.88 3.37 2.71
C 0.75 2.58 2.07
N -0.07 3.40 -1.82
C -0.68 4.62 -2.39
C 0.43 5.17 -3.28
C 1.15 3.91 -3.77
C 1.14 3.00 -2.54
H -3.18 1.79 -0.61
H -3.52 3.38 -1.33
H -4.03 2.52 1.54
H -5.19 3.28 0.43
H -3.91 4.90 2.15
H -3.83 5.36 0.44
H -1.73 3.89 2.09
H -1.49 5.25 0.96
H 0.61 5.23 0.25
H 2.19 4.49 0.04
H 0.83 5.26 2.64
H 2.53 5.41 2.20
H 1.82 3.35 3.79
H 2.85 2.98 2.41
H -0.18 2.75 2.60
H 0.92 1.50 2.06
H -0.99 5.31 -1.61
H -1.56 4.36 -2.98
H 1.11 5.79 -2.70
H 0.03 5.77 -4.09
H 2.16 4.11 -4.13
H 0.58 3.45 -4.59
H 2.04 3.18 -1.93
H 1.11 1.94 -2.81
```

Computed properties:
Charge: +1
<S²>: 2.020
Lowest unoccupied orbital energy (alpha / beta), eV: -2.7 / -3.3
DFT total energy, a.u.: -3904.29564
Largest force on an atom, eV/Å: 1.37
Highest occupied orbital energy (alpha / beta), eV: -9.9 / -10.3
Multiplicity: 3
Relative energy (zero: lowest compared OMol25 entry of this formula, charge and spin), kJ/mol: 17.0

***

(2)
C49H56AsCrN3O2Si2 | ωB97M-V/def2-TZVPD

Structure (XYZ):
```
114
Properties=species:S:1:pos:R:3
Cr 12.89 -6.20 16.70
O 12.00 -4.53 16.28
C 11.37 -3.53 17.11
C 11.56 -3.91 18.57
C 13.00 -4.29 18.90
C 13.79 -3.46 19.67
C 15.07 -3.90 19.99
C 15.45 -5.22 19.86
C 14.54 -6.04 19.19
C 14.54 -7.54 19.30
C 14.75 -8.36 18.01
O 13.87 -7.89 16.97
C 16.21 -8.37 17.44
C 16.39 -8.63 16.08
C 17.61 -8.55 15.45
C 18.71 -8.09 16.20
C 18.61 -7.89 17.58
C 17.35 -8.06 18.18
C 14.40 -9.83 18.27
C 14.21 -10.31 19.57
C 13.65 -11.54 19.80
C 13.41 -12.48 18.77
C 13.73 -12.05 17.48
C 14.25 -10.77 17.26
N 13.45 -5.51 18.57
C 9.88 -3.37 16.66
C 8.87 -2.90 17.52
C 7.53 -2.89 17.13
C 7.17 -3.22 15.84
C 8.14 -3.53 14.89
C 9.48 -3.57 15.36
C 12.00 -2.14 16.85
C 12.18 -1.19 17.87
C 12.95 -0.05 17.62
C 13.33 0.30 16.34
C 12.90 -0.50 15.29
C 12.26 -1.70 15.55
H 10.99 -4.78 18.81
H 11.23 -3.13 19.27
H 13.42 -2.48 19.99
H 15.70 -3.17 20.49
H 16.35 -5.67 20.33
H 13.51 -7.80 19.52
H 15.21 -7.83 20.15
H 15.51 -8.81 15.50
H 17.69 -8.86 14.43
H 19.64 -7.86 15.67
H 19.48 -7.64 18.17
H 17.22 -7.89 19.21
H 14.51 -9.69 20.43
H 13.40 -11.79 20.82
H 12.90 -13.45 18.91
H 13.56 -12.67 16.61
H 14.60 -10.62 16.27
H 9.11 -2.49 18.50
H 6.78 -2.60 17.86
H 6.11 -3.28 15.54
H 7.95 -3.82 13.87
H 10.24 -3.94 14.66
H 11.80 -1.36 18.88
H 13.24 0.56 18.49
H 13.98 1.16 16.16
H 13.07 -0.18 14.24
H 11.96 -2.35 14.75
N 12.22 -7.13 14.82
C 13.16 -6.92 13.75
C 13.09 -7.53 12.52
C 14.02 -7.14 11.51
C 15.01 -6.21 11.74
C 15.11 -5.60 13.01
C 16.02 -4.60 13.35
C 16.10 -4.14 14.68
C 15.23 -4.69 15.63
N 14.32 -5.56 15.31
C 14.21 -6.02 14.03
H 11.32 -6.70 14.65
H 12.04 -8.13 14.93
H 12.45 -8.37 12.30
H 14.09 -7.72 10.57
H 15.78 -6.09 10.98
H 16.59 -4.20 12.55
H 16.74 -3.28 14.93
H 15.29 -4.43 16.69
C 7.74 -13.12 14.83
Si 8.36 -11.32 14.66
C 9.01 -11.08 12.88
C 6.79 -10.23 14.70
As 9.98 -10.82 16.30
Si 8.78 -11.06 18.34
C 8.17 -12.74 18.73
C 10.08 -10.62 19.71
C 7.41 -9.76 18.25
H 7.17 -13.31 13.94
H 7.09 -13.29 15.73
H 8.56 -13.87 14.84
H 8.33 -11.74 12.31
H 10.02 -11.44 12.67
H 8.97 -10.04 12.56
H 6.38 -10.36 13.66
H 7.00 -9.15 14.90
H 6.04 -10.53 15.40
H 9.01 -13.41 19.07
H 7.61 -13.31 17.96
H 7.50 -12.66 19.59
H 10.87 -11.35 19.82
H 9.52 -10.56 20.70
H 10.57 -9.65 19.58
H 6.61 -9.98 17.54
H 7.78 -8.77 18.04
H 7.00 -9.84 19.24
C 11.02 -7.13 17.26
H 10.93 -8.15 16.78
H 10.31 -6.39 16.86
H 10.97 -7.24 18.31
```

Computed properties:
Charge: -1
<S²>: 3.845
Lowest unoccupied orbital energy (alpha / beta), eV: 1.5 / 1.4
DFT total energy, a.u.: -6074.85270
Largest force on an atom, eV/Å: 3.53
Highest occupied orbital energy (alpha / beta), eV: -2.1 / -2.1
Multiplicity: 4
Relative energy (zero: lowest compared OMol25 entry of this formula, charge and spin), kJ/mol: 0.0

***

(3)
C49H56F16N9O4S | ωB97M-V/def2-TZVPD

Structure (XYZ):
```
135
Properties=species:S:1:pos:R:3
C -4.62 2.52 -0.13
C -3.33 1.98 -0.81
O -2.77 2.68 -1.61
O -2.80 0.72 -0.58
C -2.38 0.53 0.78
C -1.09 1.33 1.19
C 0.22 0.69 0.60
N 0.59 1.17 -0.63
C 1.73 0.76 -1.29
C 2.01 1.47 -2.66
C 3.47 1.34 -3.18
C 4.54 2.38 -2.72
F 5.22 2.81 -3.84
F 5.51 1.65 -2.01
C 4.14 3.55 -1.77
F 5.33 4.01 -1.24
F 3.43 3.17 -0.66
S 3.33 5.06 -2.53
F 1.93 4.80 -1.70
F 3.82 5.92 -1.22
F 4.71 5.53 -3.25
F 2.81 4.26 -3.84
F 2.64 6.40 -3.12
C 2.59 -0.23 -0.71
C 2.22 -0.77 0.60
C 3.22 -1.81 1.20
O 3.02 -3.13 0.71
O 1.68 -3.32 0.43
C 0.99 -0.33 1.29
C 0.58 -0.87 2.67
F -0.80 -0.91 2.85
F 1.02 -2.13 2.96
C 1.21 0.09 3.78
F 2.57 -0.06 3.83
F 1.00 1.42 3.45
C 0.66 -0.16 5.24
F 1.41 0.65 6.06
F 0.88 -1.42 5.68
F -0.63 0.20 5.42
H -5.30 1.66 0.14
H -4.40 3.08 0.82
H -5.13 3.21 -0.84
H -2.29 -0.56 1.01
H -3.22 0.91 1.44
H -1.07 1.39 2.30
H -1.15 2.37 0.77
H -0.01 1.88 -1.08
H 1.34 0.95 -3.40
H 1.59 2.50 -2.56
H 3.86 0.31 -2.96
H 3.43 1.38 -4.30
H 3.53 -0.57 -1.19
H 3.22 -1.83 2.33
H 4.26 -1.49 0.91
H 1.67 -3.83 -0.41
N -1.63 4.79 -3.24
C -0.58 5.20 -4.03
C -0.97 6.32 -4.71
C -2.31 6.60 -4.33
C -2.68 5.65 -3.42
H -1.63 3.99 -2.63
H 0.35 4.66 -4.03
H -0.37 6.87 -5.42
H -2.92 7.42 -4.68
H -3.61 5.50 -2.88
N -3.65 -1.10 4.25
C -4.79 -0.46 4.66
C -5.84 -1.32 4.48
C -5.32 -2.52 3.95
C -3.97 -2.36 3.81
H -2.73 -0.71 4.26
H -4.75 0.55 5.05
H -6.88 -1.11 4.72
H -5.88 -3.41 3.68
H -3.20 -3.03 3.45
N 1.16 -4.65 -3.42
C 0.05 -3.99 -2.97
C -1.03 -4.82 -3.11
C -0.55 -6.04 -3.65
C 0.81 -5.91 -3.83
H 2.10 -4.28 -3.44
H 0.12 -2.98 -2.60
H -2.05 -4.59 -2.85
H -1.13 -6.92 -3.89
H 1.54 -6.59 -4.21
N 6.16 3.88 1.66
C 5.75 3.01 2.64
C 6.41 3.33 3.80
C 7.25 4.44 3.51
C 7.07 4.75 2.19
H 5.84 3.87 0.71
H 5.03 2.24 2.43
H 6.31 2.82 4.75
H 7.91 4.94 4.20
H 7.52 5.52 1.58
N -3.83 10.03 -3.50
C -4.13 11.29 -3.95
C -2.97 12.02 -3.95
C -1.93 11.18 -3.48
C -2.50 9.96 -3.21
H -4.49 9.28 -3.39
H -5.13 11.55 -4.24
H -2.88 13.06 -4.25
H -0.90 11.43 -3.35
H -2.06 9.04 -2.84
N -4.56 -5.00 -1.06
C -3.76 -5.92 -0.43
C -4.26 -7.17 -0.70
C -5.40 -7.00 -1.54
C -5.56 -5.65 -1.74
H -4.44 -4.00 -1.03
H -2.91 -5.60 0.15
H -3.85 -8.10 -0.35
H -6.03 -7.78 -1.94
H -6.29 -5.10 -2.31
N 2.34 -7.91 -1.70
C 3.40 -8.70 -2.08
C 3.98 -9.21 -0.95
C 3.24 -8.71 0.16
C 2.24 -7.92 -0.34
H 1.74 -7.41 -2.33
H 3.65 -8.82 -3.12
H 4.84 -9.86 -0.92
H 3.42 -8.92 1.20
H 1.46 -7.37 0.16
N -2.32 -6.41 5.91
C -2.60 -5.16 5.43
C -1.45 -4.42 5.50
C -0.43 -5.26 6.04
C -1.00 -6.48 6.28
H -2.98 -7.16 5.98
H -3.59 -4.91 5.09
H -1.34 -3.39 5.20
H 0.59 -4.99 6.23
H -0.59 -7.39 6.68
```

Computed properties:
Charge: +1
Lowest unoccupied orbital energy, eV: -4.9
DFT total energy, a.u.: -4690.05599
Largest force on an atom, eV/Å: 4.59
Highest occupied orbital energy, eV: -9.4
Multiplicity: 1

***

(4)
C49H57N8O2S2Sn | ωB97M-V/def2-TZVPD

Structure (XYZ):
```
119
Properties=species:S:1:pos:R:3
Sn -0.37 0.67 0.02
C -4.90 5.04 2.22
C -3.57 4.83 2.97
C -3.00 3.50 2.62
C -3.22 2.31 3.24
C -4.04 2.09 4.46
C -3.21 2.17 5.74
C -2.55 1.31 2.44
C -2.63 -0.08 2.70
C -2.50 -1.07 1.77
C -3.05 -2.41 1.89
C -3.58 -2.99 3.15
C -4.99 -2.48 3.47
C -3.08 -2.92 0.63
C -2.47 -1.92 -0.24
C -2.44 -2.02 -1.64
C -2.01 -1.07 -2.53
N -1.28 0.04 -2.22
C -1.09 0.71 -3.35
C -0.46 1.98 -3.46
C -0.44 2.93 -2.48
N -0.94 2.73 -1.22
C -1.11 3.93 -0.67
C -1.76 4.15 0.56
C -2.20 3.21 1.44
N -1.97 1.86 1.37
C -0.65 4.98 -1.57
C -0.19 4.35 -2.69
C 0.46 4.96 -3.88
C 1.97 5.06 -3.64
C -0.75 6.44 -1.31
C -2.07 7.00 -1.83
C -1.77 0.06 -4.47
C -2.35 -1.06 -3.95
C -3.22 -2.14 -4.51
C -3.69 -2.03 -5.96
C -1.86 0.72 -5.81
C -0.64 0.48 -6.70
N -2.12 -0.85 0.47
C -3.71 -4.18 0.14
C -5.11 -3.90 -0.41
H -5.34 5.99 2.49
H -5.60 4.25 2.47
H -4.73 5.01 1.15
H -3.75 4.89 4.04
H -2.87 5.63 2.70
H -4.55 1.12 4.41
H -4.81 2.86 4.50
H -2.50 1.35 5.81
H -3.86 2.14 6.61
H -2.65 3.10 5.75
H -2.98 -0.35 3.69
H -2.91 -2.75 3.98
H -3.62 -4.08 3.06
H -5.30 -2.82 4.45
H -5.70 -2.84 2.73
H -5.01 -1.39 3.45
H -2.90 -2.90 -2.05
H -0.13 2.28 -4.44
H -1.99 5.18 0.80
H 0.05 5.95 -4.06
H 0.28 4.35 -4.77
H 2.16 5.66 -2.75
H 2.46 5.54 -4.49
H 2.40 4.08 -3.49
H 0.07 6.96 -1.81
H -0.67 6.64 -0.24
H -2.16 6.85 -2.91
H -2.13 8.07 -1.63
H -2.92 6.51 -1.35
H -4.11 -2.20 -3.88
H -2.68 -3.09 -4.38
H -4.34 -1.18 -6.09
H -4.26 -2.92 -6.21
H -2.86 -1.95 -6.66
H -1.98 1.79 -5.65
H -2.75 0.37 -6.34
H 0.29 0.54 -6.14
H -0.61 1.22 -7.50
H -0.69 -0.50 -7.17
H -3.80 -4.89 0.96
H -3.09 -4.62 -0.64
H -5.74 -3.44 0.35
H -5.58 -4.83 -0.73
H -5.07 -3.23 -1.27
O 2.64 -1.74 3.00
C 2.95 -2.93 2.42
C 3.88 -3.78 3.01
C 4.25 -4.95 2.39
C 3.68 -5.30 1.17
C 2.72 -4.48 0.60
C 2.33 -3.29 1.21
C 1.38 -2.38 0.54
O 0.74 -1.48 1.12
N 1.22 -2.69 -0.75
N 1.08 -1.80 -1.68
C 0.69 -2.25 -2.84
S 1.04 -1.35 -4.27
C 0.26 -2.54 -5.43
C 0.32 -3.93 -4.83
S -0.03 -3.84 -3.04
H 3.24 -1.56 3.73
H 4.31 -3.51 3.97
H 4.98 -5.60 2.85
H 3.99 -6.20 0.66
H 2.26 -4.76 -0.33
H 0.82 -2.50 -6.36
H -0.76 -2.21 -5.57
H 1.30 -4.39 -4.95
H -0.44 -4.58 -5.28
N 0.55 0.16 3.40
C 0.49 0.41 4.72
C 0.40 1.78 4.86
C 0.42 2.27 3.55
N 0.52 1.27 2.68
H 0.69 -0.72 2.91
H 0.48 -0.37 5.45
H 0.36 2.33 5.77
H 0.37 3.28 3.22
```

Computed properties:
Charge: +1
Lowest unoccupied orbital energy (alpha / beta), eV: -4.6 / -4.1
DFT total energy, a.u.: -3500.38241
Largest force on an atom, eV/Å: 2.43
Highest occupied orbital energy (alpha / beta), eV: -9.6 / -9.0
Multiplicity: 1
Relative energy (zero: lowest compared OMol25 entry of this formula, charge and spin), kJ/mol: 400.3